Entry 1:
# C14H25BN3O6S

A cluster of 2 separate species, C14H25BN3O6S in total at a distorted geometry (wB97M-V/def2-TZVPD, OMol25).

Each line ends with the natural charge from an NBO analysis.
Geometry (Å):
C: 3.767897 -1.311759 1.435725  -1.0258
B: 2.886134 -0.262775 0.710460  1.1105
O: 3.189960 1.051340 0.791328  -0.8406
N: 1.691878 -0.675688 -0.148908  -0.7493
C: 0.473040 -0.308698 0.101398  0.7386
N: -0.545461 -0.736840 -0.696457  -0.7886
N: 0.240581 0.510098 1.198988  -0.6775
C: -0.342611 1.829060 0.833517  -0.2301
C: -1.658149 2.023299 1.568260  0.0875
C: -1.432472 1.968530 3.090185  -0.6476
O: -2.464496 0.920910 1.166819  -0.5832
C: -3.783928 1.269642 0.756979  -0.0928
C: -4.671023 0.047818 0.771935  0.0347
C: -4.133315 -1.235021 0.814223  -0.2564
C: -4.959036 -2.360399 0.854785  -0.1838
C: -6.334897 -2.191376 0.857748  -0.2105
C: -6.872854 -0.911386 0.795459  -0.1856
C: -6.052711 0.209150 0.755511  -0.2364
H: 3.428411 -1.408673 2.468281  0.2719
H: 3.714227 -2.303109 0.990878  0.2476
H: 4.805970 -0.998003 1.444833  0.2617
H: 2.828054 1.524240 0.031816  0.4981
H: 1.871868 -1.272526 -0.953505  0.4495
H: -1.426115 -0.356662 -0.345292  0.4243
H: -0.627438 -1.748626 -0.736855  0.4206
H: -0.377355 -0.012945 1.814338  0.4117
H: 0.378227 2.607319 1.058744  0.2195
H: -0.587532 1.825836 -0.227909  0.2007
H: -2.087491 2.984329 1.302622  0.2067
H: -1.572462 0.942347 3.418423  0.2193
H: -0.407798 2.228920 3.336138  0.2210
H: -2.118951 2.603101 3.635994  0.2376
H: -4.199894 1.979136 1.472818  0.1883
H: -3.776531 1.733434 -0.230034  0.1860
H: -3.068523 -1.403426 0.830026  0.1882
H: -4.504502 -3.335948 0.895281  0.2146
H: -6.970155 -3.059535 0.910788  0.2242
H: -7.945916 -0.795627 0.787060  0.2241
H: -6.475900 1.200162 0.712824  0.2170
C: 5.954631 0.352091 -2.639025  -0.1003
C: 6.495442 -0.176973 -3.950478  -0.1028
O: 5.581565 -1.229187 -4.305664  -0.6761
S: 4.114161 -0.864618 -3.816238  2.5496
O: 3.379649 -0.297027 -4.882780  -0.8800
O: 3.602035 -1.946219 -3.045680  -0.9255
O: 4.524314 0.316876 -2.805485  -0.7073
H: 6.222522 -0.297131 -1.803392  0.1936
H: 6.276425 1.368240 -2.430516  0.2214
H: 7.500538 -0.577184 -3.861587  0.2265
H: 6.469982 0.581483 -4.734378  0.2050

Forces on the atoms, in the same order (eV/Å):
-0.316 -0.185 -0.231
0.360 0.144 0.387
-0.005 -0.303 -0.711
0.709 0.049 0.017
-0.144 -0.507 -0.587
-0.451 -0.098 1.239
0.250 0.077 -0.077
-0.343 -0.126 -0.104
0.694 -0.343 0.800
0.020 -0.240 -0.368
-0.270 0.198 -0.383
-0.361 -0.300 0.457
0.338 -0.150 -0.056
-0.377 -0.319 -0.058
0.052 0.736 0.003
0.286 0.003 -0.035
-0.019 0.028 0.006
0.151 -0.503 -0.031
0.039 -0.012 0.143
-0.057 -0.111 -0.018
0.120 0.109 0.133
-0.146 0.417 0.286
-0.154 -0.063 -0.040
-0.069 0.026 -0.145
0.261 0.024 -0.731
-0.180 0.248 0.058
0.056 0.162 0.009
0.218 0.210 -0.189
-0.159 0.055 -0.325
-0.144 -0.108 0.151
0.073 0.313 0.116
-0.096 0.059 0.100
-0.010 0.214 -0.007
0.101 0.092 -0.142
0.176 0.180 0.077
-0.061 -0.215 0.015
-0.206 -0.055 -0.024
-0.093 0.077 0.010
-0.128 0.143 0.025
0.197 -0.192 0.202
0.056 0.386 -0.185
-0.138 -0.176 0.335
0.486 0.294 0.042
-0.288 -0.071 0.049
-0.211 -0.041 0.009
0.031 0.016 -0.152
0.013 0.001 -0.020
-0.186 0.068 -0.040
-0.081 -0.214 -0.033
0.006 0.005 0.024

The gap between HOMO and LUMO comes out at 8.400 eV. The calculation puts the HOMO energy at -11.58 eV. Its spin multiplicity is 1. The calculation puts the energy above the lowest of the compared OMol25 structures with the same formula, charge and spin at 0.0 kJ/mol. The total charge is +1. As for the total energy: -43185.8122 eV. For the LUMO energy, the calculation gives -3.18 eV.

Entry 2:
# C11H10AgN2S2

A structure of composition C11H10AgN2S2 at a distorted geometry (wB97M-V/def2-TZVPD, OMol25).

Each line ends with the natural charge from an NBO analysis.
Geometry (Å):
Ag: 4.890198 3.949175 4.042177  0.6847
S: 6.585507 5.649135 3.452048  -0.5073
C: 5.564436 6.918088 3.964513  -0.2173
C: 6.218125 8.110777 4.435053  -0.2356
C: 5.521704 9.235946 4.843422  -0.2688
C: 4.119796 9.202830 4.781325  -0.2683
C: 3.475425 8.078510 4.310487  -0.2380
C: 4.136223 6.905978 3.872839  -0.2051
S: 3.156046 5.630925 3.273186  -0.5124
H: 7.281499 8.096872 4.477001  0.1979
H: 5.991518 10.116679 5.196970  0.1853
H: 3.515508 10.093696 5.001352  0.1837
H: 2.378714 8.051385 4.271519  0.1978
N: 5.055673 5.025211 9.800597  -0.7851
C: 5.002513 4.276863 8.674163  0.2294
C: 3.781391 4.023902 8.049621  -0.3315
C: 3.779932 3.454408 6.817459  0.0797
N: 4.863585 3.088734 6.126969  -0.5440
C: 6.034548 3.316580 6.763544  0.0840
C: 6.158977 3.885708 8.002503  -0.3353
H: 4.256276 5.419698 10.226194  0.3898
H: 5.948601 5.276604 10.194892  0.3871
H: 2.876886 4.340292 8.562761  0.2092
H: 2.810503 3.217593 6.364141  0.2050
H: 6.919143 2.959907 6.248481  0.2043
H: 7.129931 4.091310 8.437415  0.2107

Forces on the atoms, in the same order (eV/Å):
-0.189 0.280 -0.466
1.055 -1.216 -0.347
-0.442 1.922 0.339
-1.408 -0.612 -0.070
-1.104 -0.947 -0.410
0.009 0.490 -0.197
-0.389 -0.447 -0.075
0.868 1.531 0.753
-0.525 -1.161 -0.257
0.704 -0.060 -0.002
0.664 0.676 0.251
0.332 -0.352 0.156
0.426 0.122 -0.037
1.140 -0.206 0.746
-0.194 0.738 -0.730
0.149 0.385 1.130
-1.121 -0.858 -0.861
0.599 -0.026 0.996
-0.095 -0.739 -0.570
0.014 0.061 0.356
-0.665 0.190 0.121
-0.221 -0.046 -0.138
-0.055 -0.167 -0.320
0.425 0.282 -0.114
-0.015 0.266 -0.133
0.036 -0.104 -0.120

The gap between HOMO and LUMO comes out at 5.243 eV. The calculation puts the HOMO energy at -2.48 eV. Its spin multiplicity is 1. The total charge is -1. As for the total energy: -40220.9707 eV. For the LUMO energy, the calculation gives 2.77 eV.

Entry 3:
# C2H13NO4

A cluster of 6 separate species, C2H13NO4 in total at a distorted geometry (wB97M-V/def2-TZVPD, OMol25).

Each line ends with the natural charge from an NBO analysis.
Geometry (Å):
C: 0.004183 1.539438 -0.491397  -0.7016
C: -0.350701 0.983652 -1.703568  0.2277
N: -1.212338 -0.076290 -1.837725  -0.7881
H: -1.361916 1.895123 0.256554  0.2503
H: 0.584816 2.462347 -0.592716  0.2394
H: 0.440361 0.971552 -2.461321  0.2022
H: -2.040431 0.090273 -1.267865  0.3861
H: -0.894149 -1.046868 -1.756427  0.4575
H: -2.025162 -0.797116 1.870085  0.4692
H: -0.621029 -0.318001 1.632982  0.5136
O: -1.219812 -1.061413 1.410402  -1.0000
H: 0.942170 -2.389932 -0.571385  0.4913
H: -0.497435 -2.406995 -0.207420  0.4899
O: 0.102795 -2.758759 -0.881646  -0.9667
H: 1.599433 0.048395 0.021123  0.4622
H: 2.362650 -0.258811 1.168055  0.4886
O: 2.350151 -0.523493 0.226832  -0.9533
H: 1.101505 1.522101 2.517228  0.4708
H: 0.259358 1.143507 0.632257  0.4020
O: 0.475550 0.981294 2.035960  -1.1411

Forces on the atoms, in the same order (eV/Å):
-4.647 4.233 0.448
1.826 -4.256 0.568
-1.353 1.983 0.407
3.606 -0.987 -1.959
-0.111 -0.113 0.175
-0.245 0.384 -0.128
0.335 -0.532 0.285
0.502 0.107 -0.798
-0.018 -0.298 -0.060
0.364 -0.228 0.364
-0.274 0.329 -0.193
0.232 -0.093 -0.104
-0.149 -0.237 0.290
-0.163 0.659 0.083
0.042 -0.224 -0.605
0.338 -0.596 -0.166
-0.347 0.498 0.706
0.139 0.217 -0.165
0.460 -0.428 2.541
-0.536 -0.418 -1.689

The gap between HOMO and LUMO comes out at 7.790 eV. The calculation puts the HOMO energy at -9.67 eV. Its spin multiplicity is 1. The calculation puts the energy above the lowest of the compared OMol25 structures with the same formula, charge and spin at 510.9 kJ/mol. The total charge is 0. As for the total energy: -11960.1712 eV. For the LUMO energy, the calculation gives -1.88 eV.

The highest LUMO belongs to which entry? C11H10AgN2S2

What is the formula in the first record? C14H25BN3O6S

LUMO of number 1 (C14H25BN3O6S)? -3.18 eV

What is the gap between HOMO and LUMO in the first record? 8.400 eV